# 1
98
Properties=species:S:1:pos:R:3:mulliken_charge:R:1 method="wB97M-V/def2-TZVPD" largest_force_ev_per_a=3.76 lumo_energy_ev=-1.2 e_tot_ev=-59988.0143 charge=0 homo_ev=-3.97 spin_multiplicity=1 orbital_gap_ev=2.77
C -2.97 4.24 5.09 -1.5540
C -2.67 2.99 4.34 0.4080
C -1.91 1.95 4.86 -0.8976
C -1.65 0.78 4.13 1.5032
C -1.11 -0.37 4.93 -1.3506
C -1.98 0.69 2.74 0.1815
C -1.68 -0.54 1.84 2.1957
C -2.89 -1.47 1.94 -1.8033
C -0.41 -1.56 1.90 -1.8072
C 1.11 -1.34 1.33 0.8160
C 1.73 -0.29 2.26 1.0586
C 2.22 0.95 1.80 0.6244
C 1.71 1.58 0.52 -1.1335
C 3.23 1.57 2.52 -0.7233
C 3.68 1.03 3.73 0.5828
C 4.91 1.54 4.39 -1.6897
C 3.04 -0.09 4.27 -0.2871
C 2.11 -0.79 3.52 0.4347
C 1.64 -2.16 4.01 -2.0199
C -2.97 1.63 2.33 0.8089
C -3.87 1.48 1.13 -2.0470
C -3.24 2.76 3.08 -1.0737
H -3.07 5.09 4.41 0.3907
H -3.91 4.17 5.66 0.2739
H -2.17 4.46 5.81 0.3975
H -1.54 2.04 5.88 0.4020
H -1.56 -1.34 4.66 0.3011
H -0.02 -0.41 4.84 -0.1002
H -1.32 -0.21 6.01 0.5541
H -1.72 -0.06 0.64 -1.0520
H -3.81 -0.89 1.79 0.4821
H -2.83 -2.20 1.11 0.4571
H -2.94 -1.97 2.94 0.2724
H -0.31 -1.73 2.98 0.1114
H -0.81 -2.50 1.44 0.6972
H 0.94 -1.00 0.27 -0.5085
H 2.44 2.34 0.18 0.4243
H 1.58 0.84 -0.27 -0.1217
H 0.74 2.11 0.64 0.1620
H 3.71 2.48 2.13 0.2821
H 5.67 0.75 4.46 0.2347
H 5.33 2.38 3.83 0.3597
H 4.69 1.88 5.40 0.3790
H 3.31 -0.50 5.25 0.4242
H 2.49 -2.61 4.52 0.5871
H 0.80 -2.12 4.71 0.4631
H 1.35 -2.85 3.19 0.2037
H -4.73 2.16 1.23 0.4626
H -3.36 1.78 0.20 0.3240
H -4.32 0.48 0.98 0.2722
H -3.93 3.50 2.69 0.4365
C 6.52 -2.61 5.57 -0.9309
O 6.46 -1.80 4.39 -0.4014
C 5.77 -2.27 3.30 0.4483
C 5.75 -1.44 2.16 -0.6065
C 4.68 -1.51 1.28 -0.2015
C 3.64 -2.44 1.47 0.5009
B -1.92 0.06 -0.66 1.4423
C 2.25 -2.32 0.84 1.2592
C 1.61 -3.56 0.39 -1.5833
C 1.22 -3.58 -0.93 -0.6979
C 1.74 -2.54 -1.70 1.0893
C 1.80 -2.54 -3.17 -1.7167
S 2.85 -1.63 -0.85 -0.5464
O -2.06 -1.13 -1.34 -0.5797
C -2.38 -0.59 -2.65 1.7210
C -1.94 -1.53 -3.75 -1.5642
C -3.91 -0.45 -2.72 -1.9285
C -1.62 0.82 -2.63 1.2090
C -0.14 0.78 -3.07 -1.1351
C -2.31 1.96 -3.33 -2.0088
O -1.62 1.23 -1.24 -0.3365
C 3.86 -3.46 2.40 -0.8345
C 4.90 -3.38 3.33 -0.4144
H 7.17 -2.04 6.22 0.2687
H 5.52 -2.71 6.00 0.3439
H 6.93 -3.60 5.36 0.3385
H 6.51 -0.67 2.08 0.3897
H 4.69 -0.77 0.48 0.2060
H 1.33 -4.23 1.19 0.4651
H 0.55 -4.36 -1.36 0.3289
H 0.93 -3.04 -3.62 0.3082
H 1.93 -1.55 -3.59 0.3638
H 2.70 -3.11 -3.44 0.4316
H -2.25 -1.16 -4.73 0.3680
H -0.86 -1.67 -3.77 0.0731
H -2.43 -2.51 -3.64 0.4662
H -4.24 -0.22 -3.74 0.3934
H -4.37 -1.41 -2.46 0.4239
H -4.33 0.31 -2.03 0.2782
H 0.06 0.62 -4.15 0.3555
H 0.29 1.76 -2.82 0.4641
H 0.43 0.02 -2.52 -0.1791
H -2.38 1.78 -4.40 0.3905
H -3.31 2.14 -2.94 0.3477
H -1.73 2.88 -3.17 0.4539
H 3.18 -4.31 2.46 0.3744
H 5.00 -4.12 4.14 0.3631


# 2
101
Properties=species:S:1:pos:R:3:mulliken_charge:R:1 method="wB97M-V/def2-TZVPD" largest_force_ev_per_a=2.37 lumo_energy_ev="-5.1 / -5.1" e_tot_ev=-192651.4501 charge=+1 homo_ev="-10.62 / -10.62" spin_multiplicity=1 orbital_gap_ev="5.55 / 5.56"
Pb -0.25 0.05 -2.41 1.3946
C -4.75 -1.32 4.15 -1.5281
C -3.27 -1.76 4.43 1.9440
C -3.25 -3.12 5.13 -2.0706
C -2.54 -0.72 5.31 -1.5099
C -2.56 -1.81 3.07 -1.4915
C -2.42 -0.64 2.32 -0.2024
C -1.89 -0.59 1.04 -0.8375
Se -1.97 1.10 0.13 0.2646
C -0.37 1.73 0.97 -0.1800
C -0.55 2.28 2.23 -0.2788
C 0.48 2.87 2.96 -0.6753
C 1.77 2.77 2.45 -0.1519
C 2.04 2.26 1.18 -0.1875
C 0.91 1.81 0.36 1.5433
O 1.04 1.56 -0.90 -0.7730
C 3.51 2.24 0.71 1.8075
C 4.39 1.63 1.83 -1.6463
C 3.77 1.42 -0.55 -1.9004
C 4.00 3.70 0.50 -1.5235
C 0.25 3.68 4.25 1.7834
C 0.79 5.14 4.07 -1.6549
C -1.23 3.76 4.61 -1.7146
C 1.03 3.01 5.41 -1.5122
C -1.38 -1.79 0.46 1.6435
O -0.93 -1.79 -0.75 -0.9653
C -1.36 -3.00 1.26 -0.4932
C -1.98 -2.97 2.52 0.4267
C -0.74 -4.29 0.71 1.9772
C -1.56 -4.76 -0.55 -1.5216
C -0.77 -5.40 1.77 -2.0237
C 0.76 -4.07 0.31 -1.6105
H -5.35 -1.23 5.05 0.4311
H -5.23 -2.06 3.48 0.3942
H -4.81 -0.36 3.63 0.2756
H -3.78 -3.08 6.10 0.3935
H -2.23 -3.46 5.34 0.3986
H -3.75 -3.89 4.51 0.4278
H -2.87 -0.75 6.34 0.4886
H -2.66 0.30 4.90 0.2393
H -1.43 -0.88 5.26 0.3371
H -2.81 0.28 2.74 0.4425
H -1.52 2.22 2.68 0.4342
H 2.61 3.17 3.03 0.3303
H 4.07 0.59 2.05 0.3906
H 4.42 2.19 2.76 0.3280
H 5.45 1.56 1.51 0.4570
H 3.50 0.35 -0.44 0.3542
H 4.87 1.46 -0.74 0.4774
H 3.23 1.77 -1.45 0.2271
H 3.90 4.32 1.39 0.3218
H 3.43 4.22 -0.29 0.3465
H 5.08 3.68 0.22 0.4053
H 0.45 5.60 3.12 0.3356
H 1.88 5.19 4.05 0.3487
H 0.44 5.79 4.88 0.4544
H -1.83 4.23 3.80 0.3535
H -1.38 4.37 5.52 0.4561
H -1.63 2.74 4.79 0.1719
H 2.11 3.00 5.20 0.3196
H 0.69 1.98 5.59 0.2631
H 0.88 3.58 6.34 0.4573
H -1.99 -3.87 3.09 0.8125
H -2.60 -4.95 -0.25 0.3593
H -1.13 -5.70 -0.95 0.4117
H -1.59 -3.97 -1.30 0.2689
H -1.81 -5.71 1.99 0.3800
H -0.30 -5.09 2.73 0.4396
H -0.22 -6.30 1.42 0.3802
H 0.83 -3.30 -0.49 0.2869
H 1.14 -5.00 -0.12 0.4951
H 1.40 -3.83 1.17 0.3235
Br -4.22 5.70 -5.90 -0.1836
C -3.71 3.91 -6.17 0.0455
C -4.06 3.27 -7.38 -0.4364
C -3.62 1.96 -7.60 -0.5765
C -2.92 1.28 -6.60 -0.4792
C -2.60 1.94 -5.43 0.3979
C -3.00 3.26 -5.18 -0.4173
C -1.75 1.23 -4.44 0.9926
O -1.35 0.04 -4.69 -0.8440
O -1.43 1.86 -3.33 -0.8549
H -4.63 3.80 -8.13 0.3997
H -3.89 1.52 -8.56 0.3831
H -2.59 0.27 -6.74 0.4748
H -2.68 3.79 -4.29 0.4531
C 3.44 -1.25 -6.50 -1.6156
C 3.41 -2.32 -5.38 2.2039
C 2.44 -3.46 -5.75 -1.5373
C 4.80 -2.87 -5.09 -1.6451
C 2.90 -1.65 -4.14 -0.4206
N 2.37 -1.15 -3.25 -0.3371
H 3.93 -1.65 -7.41 0.3847
H 4.01 -0.37 -6.20 0.3914
H 2.44 -0.96 -6.80 0.3869
H 2.88 -4.00 -6.60 0.3870
H 1.44 -3.09 -6.07 0.3401
H 2.38 -4.15 -4.92 0.3945
H 5.25 -3.28 -5.99 0.4087
H 4.78 -3.66 -4.35 0.3946
H 5.51 -2.09 -4.69 0.3583


# 3
106
Properties=species:S:1:pos:R:3:mulliken_charge:R:1 method="wB97M-V/def2-TZVPD" largest_force_ev_per_a=1.75 lumo_energy_ev=1.9 e_tot_ev=-147267.3429 charge=-1 homo_ev=-5.38 spin_multiplicity=1 orbital_gap_ev=7.32
Zn 1.34 -0.63 0.07 0.2907
C 0.91 -2.53 4.01 -1.7067
C 0.74 -2.33 2.52 1.3779
N 1.57 -1.53 1.91 0.3018
N 2.59 -1.05 2.66 -0.5827
C 3.29 -0.07 2.21 0.5341
S 3.07 0.85 0.79 -0.6036
S 4.63 0.43 3.23 -0.1208
C 4.79 -1.01 4.36 -0.9484
C 5.49 -2.13 3.67 0.4454
C 4.83 -3.30 3.35 0.2370
C 5.51 -4.33 2.72 -0.7493
C 6.84 -4.19 2.40 -0.3851
C 7.50 -3.00 2.68 -0.6243
C 6.82 -1.98 3.30 -0.4588
C -0.28 -3.06 1.81 0.4662
C -1.01 -4.04 2.49 -0.9185
C -2.00 -4.79 1.90 -0.9774
C -2.30 -4.57 0.56 -0.7617
C -1.60 -3.63 -0.15 -0.1643
C -0.56 -2.85 0.42 0.1785
O 0.05 -2.01 -0.34 -0.2457
H 1.42 -1.67 4.42 0.3946
H 1.51 -3.42 4.20 0.3058
H -0.04 -2.65 4.52 0.5743
H 3.78 -1.28 4.68 0.2064
H 5.36 -0.63 5.21 0.5079
H 3.78 -3.40 3.58 0.3140
H 4.98 -5.24 2.47 0.3924
H 7.38 -5.01 1.93 0.3793
H 8.53 -2.87 2.40 0.3752
H 7.31 -1.03 3.49 0.3544
H -0.78 -4.24 3.53 0.3895
H -2.54 -5.54 2.47 0.4004
H -3.07 -5.16 0.07 0.4350
H -1.80 -3.47 -1.20 0.5037
N 2.03 -0.89 -2.01 -0.6684
C 2.39 0.20 -2.91 0.4388
C 2.13 1.51 -2.54 0.8641
C 2.50 2.54 -3.39 -1.2834
C 3.13 2.27 -4.58 -0.2411
C 3.38 0.97 -4.95 -0.7876
C 3.01 -0.07 -4.12 -0.6385
S 3.53 3.63 -5.71 1.2916
O 2.20 4.08 -6.12 -0.6894
O 4.31 3.01 -6.78 -0.7306
O 4.26 4.60 -4.91 -0.6926
H 2.77 -1.59 -2.07 0.3612
H 1.20 -1.36 -2.37 0.1990
H 1.64 1.71 -1.60 0.0317
H 2.31 3.57 -3.13 0.3868
H 3.88 0.81 -5.90 0.5256
H 3.21 -1.10 -4.42 0.3997
O -0.22 0.80 -0.01 -0.4788
P -1.68 0.95 -0.25 -0.1799
C -2.15 2.75 -0.16 1.1569
C -1.75 3.51 -1.42 -0.5481
C -2.32 4.94 -1.37 -0.9800
C -2.34 5.47 0.07 -0.6675
C -1.18 4.87 0.85 -0.9245
C -1.44 3.37 1.06 -0.8997
C -2.19 0.21 -1.87 1.2610
C -3.58 0.60 -2.39 -0.6523
C -3.65 0.47 -3.91 -0.8722
C -2.84 -0.74 -4.37 -0.7987
C -1.34 -0.50 -4.12 -0.8248
C -1.13 0.45 -2.94 0.0637
C -2.66 -0.02 0.99 1.3112
C -2.07 0.12 2.39 -1.3624
C -2.82 -0.80 3.35 -0.1403
C -4.33 -0.53 3.34 -0.9651
C -4.71 0.58 2.36 -0.9408
C -4.17 0.25 0.97 -0.6078
H -3.23 2.83 -0.04 0.8598
H -2.13 3.02 -2.31 -0.1147
H -0.66 3.54 -1.48 0.2956
H -3.34 4.94 -1.76 0.2947
H -1.73 5.58 -2.01 0.4805
H -3.27 5.20 0.56 0.3022
H -2.28 6.56 0.07 0.4323
H -1.08 5.35 1.83 0.4869
H -0.25 5.02 0.31 0.3612
H -2.05 3.22 1.95 0.2423
H -0.49 2.85 1.21 0.1273
H -2.17 -0.87 -1.64 0.2655
H -3.83 1.63 -2.10 0.1432
H -4.32 -0.06 -1.94 0.3519
H -3.24 1.37 -4.39 0.3332
H -4.69 0.38 -4.23 0.5163
H -3.01 -0.94 -5.42 0.5215
H -3.18 -1.61 -3.81 0.2483
H -0.89 -0.06 -5.01 0.5873
H -0.85 -1.45 -3.93 0.1923
H -1.16 1.48 -3.28 0.4854
H -0.15 0.30 -2.50 -1.7649
H -2.46 -1.06 0.69 -0.5366
H -2.12 1.16 2.73 0.3500
H -1.01 -0.14 2.36 0.1895
H -2.41 -0.69 4.35 0.6142
H -2.63 -1.83 3.04 -0.2525
H -4.67 -0.25 4.34 0.3634
H -4.88 -1.43 3.06 0.3855
H -4.30 1.53 2.72 0.3012
H -5.79 0.68 2.31 0.4881
H -4.40 1.08 0.30 0.3350
H -4.69 -0.63 0.60 0.2800


# 4
110
Properties=species:S:1:pos:R:3:mulliken_charge:R:1 method="wB97M-V/def2-TZVPD" largest_force_ev_per_a=2.44 lumo_energy_ev=3.6 e_tot_ev=-95998.6833 charge=-2 homo_ev=-1.07 spin_multiplicity=1 orbital_gap_ev=4.66
Cs -0.52 -0.19 -0.04 1.4416
C -1.91 -2.30 4.09 -1.4296
C -2.18 -1.82 2.66 0.8221
O -1.37 -0.95 2.22 -0.3478
C -3.26 -2.38 2.00 -1.0152
C -3.69 -2.13 0.64 0.4949
C -4.89 -2.93 0.17 -1.3967
N -3.09 -1.30 -0.16 0.2715
N -3.69 -1.23 -1.43 -0.6967
C -2.89 -0.74 -2.34 -0.4250
O -1.69 -0.34 -2.26 -0.4896
C -3.54 -0.70 -3.71 0.2488
C -2.72 -0.74 -4.84 -0.4876
C -3.28 -0.79 -6.12 -0.6762
C -4.65 -0.76 -6.29 -0.4350
C -5.48 -0.70 -5.17 -0.6778
C -4.92 -0.69 -3.89 -0.2548
H -0.86 -2.59 4.16 0.1875
H -2.54 -3.14 4.38 0.3131
H -2.08 -1.47 4.78 0.3670
H -3.83 -3.12 2.54 -0.0395
H -5.29 -3.53 0.99 0.3668
H -4.61 -3.58 -0.66 0.2663
H -5.66 -2.26 -0.21 0.2688
H -1.65 -0.77 -4.67 0.7671
H -2.63 -0.88 -6.98 0.5263
H -5.08 -0.79 -7.28 0.3700
H -6.55 -0.68 -5.28 0.3727
H -5.54 -0.69 -3.01 0.4393
N 3.02 1.34 4.28 -0.2666
C 4.31 0.77 4.22 0.1546
C 4.55 -0.47 4.80 -0.1579
C 5.82 -1.04 4.72 -0.6336
C 6.83 -0.38 4.05 -0.5995
C 6.59 0.84 3.45 -0.5305
C 5.34 1.44 3.56 0.5373
S 5.02 3.02 2.85 -0.2253
N 3.34 3.01 2.61 -0.6369
C 2.60 2.25 3.30 0.5572
C 1.12 2.48 3.23 0.2472
C 0.43 2.73 4.42 -0.3043
C -0.91 3.06 4.34 -0.7040
C -1.51 3.13 3.10 -0.5426
C -0.74 2.85 1.98 0.1461
N 0.54 2.52 2.04 -0.2155
H 2.30 0.66 4.50 0.3475
H 3.74 -1.00 5.27 0.3343
H 5.99 -2.01 5.16 0.3726
H 7.81 -0.84 3.95 0.3522
H 7.36 1.34 2.88 0.3724
H 0.95 2.69 5.37 0.4728
H -1.47 3.26 5.25 0.4025
H -2.56 3.38 3.00 0.4126
H -1.17 2.86 0.99 0.1395
C 2.76 0.56 -2.72 -1.0052
O 2.22 -0.39 -1.85 0.0289
Si 3.12 -1.47 -0.91 -0.5326
C 4.51 -2.10 -2.05 -1.3117
C 4.02 -0.33 0.32 -0.7291
C 2.09 -2.73 -0.20 1.4646
Si 2.25 -3.11 1.55 0.0294
C 3.95 -3.81 2.06 -1.1320
C 1.98 -1.66 2.73 0.7059
C 1.05 -4.44 2.19 -1.1105
Si 1.14 -3.74 -1.35 -0.2031
C -0.65 -4.10 -0.84 -0.6990
C 1.91 -5.45 -1.69 -1.2711
C 0.94 -2.94 -3.06 -0.6838
H 3.79 0.34 -3.02 0.3060
H 2.76 1.56 -2.27 0.2628
H 2.16 0.61 -3.64 0.2120
H 5.12 -1.32 -2.50 0.4267
H 4.13 -2.75 -2.84 0.2666
H 5.17 -2.72 -1.42 0.3101
H 4.83 0.21 -0.19 0.4807
H 4.46 -0.85 1.17 0.0023
H 3.33 0.42 0.71 0.0183
H 4.76 -3.09 1.89 0.2548
H 4.18 -4.70 1.45 0.2606
H 3.97 -4.10 3.11 0.2997
H 2.73 -0.89 2.58 -0.7572
H 2.04 -2.01 3.77 0.2863
H 0.99 -1.23 2.58 -0.1949
H 1.03 -5.34 1.57 0.3195
H 0.03 -4.05 2.26 0.1439
H 1.37 -4.73 3.20 0.3082
H -0.72 -4.68 0.08 0.3311
H -1.20 -4.64 -1.62 0.3803
H -1.16 -3.15 -0.67 -0.0376
H 1.95 -6.05 -0.77 0.2824
H 2.94 -5.34 -2.05 0.2756
H 1.34 -6.02 -2.44 0.2898
H 0.25 -2.10 -2.99 -0.0682
H 0.52 -3.68 -3.75 0.4102
H 1.88 -2.57 -3.49 0.2596
N -1.13 1.92 -6.50 -0.4082
C -0.38 2.48 -5.50 0.0630
O 0.74 2.91 -5.68 -0.6516
C -1.08 2.60 -4.18 0.4801
C -2.46 2.74 -4.06 0.1703
C -2.99 2.94 -2.80 -0.8055
C -2.13 2.99 -1.72 -0.1099
N -0.81 2.81 -1.81 -0.3329
C -0.31 2.61 -3.02 -0.3927
H -0.59 1.68 -7.32 0.2815
H -1.84 1.26 -6.24 0.1375
H -3.09 2.71 -4.94 0.4603
H -4.06 3.05 -2.66 0.3391
H -2.53 3.15 -0.72 0.2368
H 0.75 2.44 -3.09 0.4671